(1)
This record from OMol25 describes the ion C2H5N5 with charge +2. The level of theory is ωB97M-V with the def2-TZVPD basis set.

Properties
ΔE to the lowest compared entry with this formula, charge and spin in kcal/mol: 156.80
Gap between HOMO and LUMO (alpha / beta) in eV: 7.79 / 7.79
Total charge: +2
SMILES: C/N=N/N=[N+]=C=[NH2+]
Multiplicity: 1
DFT total energy in hartree: -351.9738

Each line ends with the Löwdin charge.
Element x y z (Å)
H  -0.724440  -2.241108  -0.381101  0.172
H  -0.451466  -1.668379  1.240864  0.161
H  -0.856839  -0.575634  -0.118135  0.105
N  1.038128  -1.076667  -0.201434  0.152
C  -0.276839  -1.396301  0.164182  0.055
N  0.903782  2.026488  -0.244100  0.368
H  0.549478  2.550806  0.543520  0.196
N  2.150648  -1.314699  0.177167  0.185
C  1.660477  0.989275  -0.059489  -0.065
N  2.764619  0.655177  0.226753  0.269
H  0.724412  2.156822  -1.231419  0.192
N  3.111312  -0.620878  0.196250  0.209

Cartesian forces, eV/Å:
H 0.5 -0.1 -0.6
H 0.6 0.4 -0.7
H -1.1 1.5 -0.7
N -0.2 -1.1 -1.1
C -0.4 -2.1 2.6
N 1.1 -3.1 -0.2
H -0.4 0.7 0.2
N -3.2 -1.2 0.3
C -3.1 5.4 -0.7
N 3.2 -1.2 1.1
H -0.9 0.9 -0.4
N 3.8 0.0 0.2

***

(2)
This record from OMol25 describes an isolated molecule of C2H5N5O. The level of theory is ωB97M-V with the def2-TZVPD basis set.

Properties
ΔE to the lowest compared entry with this formula, charge and spin in kcal/mol: 66.03
Gap between HOMO and LUMO in eV: 9.24
SMILES: Nn1cn/c(=N/O)[nH]1
Multiplicity: 1
DFT total energy in hartree: -428.1179

Each line ends with the Löwdin charge.
Element x y z (Å)
C  1.263080  1.124029  -0.103261  -0.148
N  -1.990082  0.435794  0.179610  0.028
C  -0.742182  0.421409  0.029960  -0.413
H  2.153128  1.711666  -0.139200  0.117
N  0.069666  -0.762795  -0.127879  0.104
N  0.085371  1.551334  0.084907  0.146
N  1.387867  -0.249738  -0.391722  -0.189
H  2.027268  -1.320234  1.191242  0.100
O  -2.534323  -0.830539  -0.038977  -0.087
H  -3.478479  -0.738288  0.255105  0.115
H  2.779848  -1.600924  -0.286330  0.074
H  -0.251564  -1.342738  -0.863279  0.110
N  2.435606  -0.879994  0.339953  0.045

Cartesian forces, eV/Å:
C -0.2 -1.0 -0.4
N -0.9 0.8 -0.3
C 1.2 -1.1 0.2
H 0.4 0.3 0.2
N 0.2 1.5 0.7
N -0.4 0.3 0.2
N -0.2 0.4 0.4
H 0.4 0.4 -0.8
O -1.1 -0.3 0.6
H 1.4 0.0 -0.5
H 0.1 -0.1 0.4
H -0.3 -0.7 -0.8
N -0.6 -0.4 0.0

***

(3)
This record from OMol25 describes an isolated molecule of C2H5N5O. The level of theory is ωB97M-V with the def2-TZVPD basis set.

Properties
ΔE to the lowest compared entry with this formula, charge and spin in kcal/mol: 70.26
Gap between HOMO and LUMO in eV: 9.15
SMILES: [H]/N=C1/NN=C(N)ON1
Multiplicity: 1
DFT total energy in hartree: -428.1112

Each line ends with the Löwdin charge.
Element x y z (Å)
H  -3.001850  -0.519380  -0.204384  0.103
H  0.969510  -2.341447  -0.042798  0.231
N  -2.443210  0.245045  -0.551332  0.136
O  -0.348269  1.081196  -0.570436  -0.025
N  -0.800255  -1.118154  -0.030976  0.110
C  -1.163006  0.005261  -0.454973  -0.591
N  2.692092  -0.336867  0.227359  0.088
N  0.643486  1.055649  0.540961  0.125
N  0.615556  -1.269656  0.063774  0.023
C  1.389242  -0.255754  0.289355  -0.497
H  -2.799035  1.104319  0.002542  0.160
H  3.084235  0.520471  0.604850  0.020
H  1.161504  1.829318  0.126058  0.119

Cartesian forces, eV/Å:
H 0.1 -0.4 -0.4
H -0.9 4.1 0.5
N -4.9 3.2 0.7
O -0.3 -0.1 0.1
N 2.2 -2.1 0.2
C 2.2 0.7 1.9
N -1.9 0.2 0.8
N -0.2 -1.9 -1.5
N -2.2 -4.8 -0.9
C 3.7 3.1 -0.1
H 1.2 -1.6 -1.6
H 0.2 0.1 -0.2
H 0.8 -0.4 0.6

***

(4)
This record from OMol25 describes an isolated molecule of C2H5N5O. The level of theory is ωB97M-V with the def2-TZVPD basis set.

Properties
ΔE to the lowest compared entry with this formula, charge and spin in kcal/mol: 125.39
Gap between HOMO and LUMO in eV: 9.37
SMILES: [H]/N=c1/ncn(N)n1O
Multiplicity: 1
DFT total energy in hartree: -428.0233

Each line ends with the Löwdin charge.
Element x y z (Å)
N  -0.732569  0.385351  -0.468911  -0.217
H  -2.576467  -0.680717  -0.942735  0.174
C  -0.380360  1.558004  0.166293  -0.155
C  1.323480  0.340765  -0.154977  -0.486
H  -1.124566  2.333328  0.782139  0.195
N  0.866704  1.624779  0.289793  0.134
N  2.539789  0.008914  -0.274495  0.170
H  0.659715  -2.190270  0.420463  0.207
H  -2.006495  -0.611343  0.601604  0.055
N  0.293985  -0.511729  -0.426681  -0.144
H  2.976584  -0.922179  -0.434607  0.069
N  -1.955674  -0.049308  -0.212010  0.022
O  0.115878  -1.285597  0.654123  -0.024

Cartesian forces, eV/Å:
N -3.1 1.2 -0.9
H 2.8 2.5 1.5
C -1.6 1.6 2.2
C 5.1 0.9 -0.5
H 1.7 -2.3 -2.5
N 2.1 0.0 0.2
N 0.8 0.9 1.0
H -2.2 3.3 0.9
H 0.2 -0.4 1.1
N -0.2 0.0 -3.0
H -1.6 0.9 -0.2
N -5.5 -2.6 -1.9
O 1.6 -5.9 2.2

***

(5)
This record from OMol25 describes the ion C2H5N6O with charge +1. The level of theory is ωB97M-V with the def2-TZVPD basis set.

Properties
ΔE to the lowest compared entry with this formula, charge and spin in kcal/mol: 90.14
Gap between HOMO and LUMO in eV: 8.48
Total charge: +1
SMILES: OC/N=N/n1nnc[nH+]1
Multiplicity: 1
DFT total energy in hartree: -482.5258

Each line ends with the Löwdin charge.
Element x y z (Å)
N  1.502025  -0.651799  -0.264029  -0.085
H  1.834597  1.530862  -0.804148  0.205
N  3.524388  -0.962196  0.243085  0.095
H  4.214439  1.107007  0.289143  0.167
C  3.440602  0.370374  0.006945  -0.019
C  -1.937659  -0.782025  0.131857  -0.251
N  2.381506  -1.491953  0.108019  0.110
H  -1.895588  -0.498791  1.236733  0.167
N  -0.677841  -0.255170  -0.230346  0.099
N  2.193048  0.625454  -0.423992  0.213
H  -2.692073  -0.388448  -0.443404  0.104
O  -1.942639  -2.135152  -0.219017  -0.011
N  0.252114  -0.994753  0.101717  0.103
H  -2.568381  -2.731161  0.165743  0.102

Cartesian forces, eV/Å:
N 2.2 3.4 -0.8
H -0.2 -1.3 0.5
N 1.9 0.9 0.5
H -0.5 -0.5 -0.8
C -1.7 -0.5 -0.4
C 0.5 -2.2 2.4
N 0.2 -1.3 0.4
H -1.1 -0.6 -1.0
N 3.1 0.6 -0.8
N 0.0 -0.3 0.9
H -1.6 2.1 -0.8
O 1.4 -0.1 -0.2
N -3.5 -0.3 -0.7
H -0.8 0.0 0.7

***

(6)
This record from OMol25 describes an isolated molecule of C2H5N7. The level of theory is ωB97M-V with the def2-TZVPD basis set.

Properties
ΔE to the lowest compared entry with this formula, charge and spin in kcal/mol: 47.02
Gap between HOMO and LUMO (alpha / beta) in eV: 8.52 / 8.52
SMILES: [H]/N=N/c1nnc(N)n1N
Multiplicity: 1
DFT total energy in hartree: -462.3861

Each line ends with the Löwdin charge.
Element x y z (Å)
N  -0.568728  -1.751561  0.179492  0.065
H  -2.873006  0.018926  2.898851  0.105
N  0.351399  -1.811808  -0.747522  0.050
C  -0.724477  -0.534527  0.602995  -0.398
H  2.532483  0.421556  -1.679674  0.100
H  2.218675  -0.973690  -2.435156  0.145
N  0.335722  1.669121  -0.009991  0.055
H  -0.391997  2.050739  -0.713666  0.130
N  0.200320  0.284927  -0.080547  -0.072
C  0.809666  -0.624453  -0.923453  -0.452
N  -2.316703  -0.612231  2.141251  0.060
N  -1.441113  0.075389  1.568389  -0.033
N  1.734383  -0.212951  -1.822823  0.111
H  0.133375  2.000563  1.021856  0.134

Cartesian forces, eV/Å:
N -2.4 -0.8 2.1
H 1.8 -1.3 -2.0
N 0.8 -1.1 -1.2
C 2.0 0.4 -1.7
H -1.4 0.0 1.0
H -2.0 1.3 1.7
N -1.4 1.3 0.3
H 1.5 -0.3 1.9
N -0.6 -1.9 0.3
C 1.2 3.3 0.7
N -0.9 1.5 1.2
N -2.1 0.2 2.0
N 3.2 -1.5 -3.4
H 0.2 -1.0 -2.9

***

(7)
This record from OMol25 describes an isolated molecule of C2H5NO. The level of theory is ωB97M-V with the def2-TZVPD basis set.

Properties
ΔE to the lowest compared entry with this formula, charge and spin in kcal/mol: 35.47
Gap between HOMO and LUMO in eV: 10.92
SMILES: CC(N)=O
Multiplicity: 1
DFT total energy in hartree: -209.1658

Each line ends with the Löwdin charge.
Element x y z (Å)
H  2.360963  -0.312198  -0.096661  0.133
N  1.332896  -0.374777  -0.067414  0.133
H  -1.288979  -1.209659  -0.037645  0.085
C  0.477493  0.657527  0.027163  -0.561
H  -1.553771  0.325663  -0.831944  0.059
H  -1.499790  0.211436  0.959189  0.058
O  0.650828  1.846042  0.099570  0.058
H  0.560146  -1.044882  -0.077847  0.066
C  -1.039784  -0.099151  0.025593  -0.031

Cartesian forces, eV/Å:
H -1.1 -0.5 0.0
N -0.4 0.5 0.0
H 1.3 1.0 0.0
C -1.7 -0.3 0.0
H -0.3 0.3 0.2
H -0.3 0.3 -0.1
O -0.2 -0.6 0.0
H 2.6 -1.9 -0.2
C 0.1 1.2 0.1

***

(8)
This record from OMol25 describes an isolated molecule of C2H5NO. The level of theory is ωB97M-V with the def2-TZVPD basis set.

Properties
ΔE to the lowest compared entry with this formula, charge and spin in kcal/mol: 26.63
Gap between HOMO and LUMO in eV: 10.96
SMILES: CNC=O
Multiplicity: 1
DFT total energy in hartree: -209.1799

Each line ends with the Löwdin charge.
Element x y z (Å)
H  -1.384145  -0.326691  -1.919169  0.129
O  -1.109368  1.362942  -0.856309  0.032
N  -0.022077  -0.613199  -0.279504  -0.058
C  0.520607  -0.046170  0.974167  -0.106
C  -0.862744  0.202787  -1.085228  -0.329
H  -0.104627  0.783528  1.278440  0.070
H  0.854075  -0.837252  -0.711089  0.099
H  1.560523  0.326032  0.882784  0.086
H  0.547756  -0.851978  1.715908  0.076

Cartesian forces, eV/Å:
H 0.7 0.0 0.3
O -0.1 -0.6 0.1
N 0.4 0.8 0.2
C -0.1 0.2 0.2
C 0.2 0.2 0.4
H -0.1 0.0 0.4
H -0.3 -1.0 -1.4
H -0.5 -0.1 -0.2
H -0.2 0.3 0.0

***

(9)
This record from OMol25 describes an isolated molecule of C2H5NO. The level of theory is ωB97M-V with the def2-TZVPD basis set.

Properties
ΔE to the lowest compared entry with this formula, charge and spin in kcal/mol: 11.44
Gap between HOMO and LUMO in eV: 10.81
SMILES: CNC=O
Multiplicity: 1
DFT total energy in hartree: -209.2041

Each line ends with the Löwdin charge.
Element x y z (Å)
H  0.376239  1.454064  0.420590  0.087
H  -1.879602  -1.129457  -0.659982  0.127
H  0.285753  -0.825060  -1.311651  0.123
H  1.775133  0.739914  -0.433909  0.082
H  1.303120  0.143222  1.178059  0.086
N  0.038073  -0.417969  -0.423132  -0.042
C  -1.238265  -0.538864  0.019915  -0.387
O  -1.649061  -0.040424  1.049514  0.011
C  0.928488  0.528475  0.223489  -0.088

Cartesian forces, eV/Å:
H 0.2 -0.1 0.0
H 0.1 0.0 0.1
H -0.1 0.1 0.2
H -0.1 -0.1 0.1
H -0.1 0.1 -0.2
N -0.2 0.1 0.0
C 0.0 0.0 0.1
O 0.1 -0.1 -0.3
C 0.1 0.1 0.1

***

(10)
This record from OMol25 describes an isolated molecule of C2H5NO. The level of theory is ωB97M-V with the def2-TZVPD basis set.

Properties
ΔE to the lowest compared entry with this formula, charge and spin in kcal/mol: 71.54
Gap between HOMO and LUMO in eV: 10.95
SMILES: C=NOC
Multiplicity: 1
DFT total energy in hartree: -209.1083

Each line ends with the Löwdin charge.
Element x y z (Å)
H  -2.150109  -1.179880  -0.061693  0.079
O  0.304182  -0.543513  -0.006139  -0.199
H  -2.770293  0.581088  0.049379  0.072
H  2.036697  -0.135933  0.940719  0.067
C  1.545398  0.068737  0.011466  -0.141
N  -0.735393  0.416627  -0.018922  -0.023
H  1.459301  1.173064  -0.131933  0.091
C  -1.909934  -0.110082  0.012059  -0.029
H  2.220153  -0.270110  -0.794937  0.083

Cartesian forces, eV/Å:
H 0.5 0.3 0.2
O -1.9 -0.2 -0.5
H 0.8 -0.2 -0.1
H 0.3 0.0 0.7
C 1.2 1.7 -0.8
N -0.8 -1.0 0.4
H -0.1 -0.8 0.3
C 0.6 0.5 -0.3
H -0.6 -0.3 0.1

***

Which formula does entry 6 have?
C2H5N7